The following is a DFT calculation (the ωB97M-V functional and the def2-TZVPD basis) of an isolated ion of composition C6H12NO and charge +1 in a non-equilibrium geometry.

```
! wB97M-V def2-TZVPD RIJCOSX def2/J DEFGRID3
* xyz 1 1
C 0.3490 0.5256 1.8369
N 0.3158 0.1887 0.5943
C 0.8046 -1.1972 0.1734
C -0.3568 -2.0520 -0.4782
C -0.0589 1.0154 -0.5907
C -1.4641 1.6091 -0.5838
C -1.7945 2.3610 -1.8200
O -1.0107 2.2115 -2.6775
H -0.0678 1.4663 2.2143
H 0.7902 -0.1120 2.5960
H 1.6122 -1.0960 -0.4627
H 1.0202 -1.6925 1.0576
H -1.0392 -1.3429 -0.9726
H 0.0692 -2.7889 -1.2640
H -0.9426 -2.5606 0.3369
H -0.0660 0.2488 -1.4593
H 0.7699 1.7116 -0.6191
H -2.2074 0.8266 -0.3615
H -1.5702 2.3419 0.1657
H -2.7033 2.9656 -1.9916
*
```

Relative energy (zero: lowest compared OMol25 entry of this formula, charge and spin)   1.536 eV
SMILES string   C=[N+](CC)CCC=O
HOMO energy   -13.577 eV
Electronic energy   -9945.56917 eV
Max |F|   3.9 eV/Å
Gap between HOMO and LUMO   8.687 eV

The following is a DFT calculation (the ωB97M-V functional and the def2-TZVPD basis) of an isolated ion of composition C19H31N2O3 and charge +1.

```
! wB97M-V def2-TZVPD RIJCOSX def2/J DEFGRID3
* xyz 1 1
C -1.2795 -4.4443 4.9835
C -1.8051 -3.9827 3.6340
O -0.7231 -3.3394 2.9661
C -0.8117 -2.8799 1.7040
C 0.3932 -2.4067 1.1909
C 0.4965 -1.8812 -0.0894
C 1.8012 -1.3333 -0.5939
N 1.7460 0.1570 -0.5821
C 1.6967 0.7240 0.7817
C 1.2179 2.1791 0.6430
N 1.5416 2.7164 -0.6712
C 0.5388 2.6155 -1.6459
O -0.3706 1.8199 -1.4956
C 0.6621 3.5435 -2.8115
C 0.8545 5.0073 -2.3719
C 1.0479 5.8904 -3.6000
C -0.3500 5.4718 -1.5588
C 2.8695 2.3186 -1.0748
C 2.8535 0.7891 -1.3413
C -0.6388 -1.8151 -0.8818
C -1.8471 -2.2785 -0.3928
C -1.9665 -2.8094 0.8869
O -3.1392 -3.2608 1.3993
C -4.2985 -3.2458 0.5948
H -0.4532 -5.1364 4.8479
H -0.9288 -3.5933 5.5607
H -2.0729 -4.9422 5.5322
H -2.6351 -3.2817 3.7661
H -2.1523 -4.8377 3.0459
H 1.2580 -2.4861 1.8315
H 2.6360 -1.6571 0.0301
H 1.9791 -1.6515 -1.6237
H 0.8306 0.4251 -1.0093
H 1.0022 0.1385 1.3858
H 2.6937 0.6572 1.2218
H 1.6956 2.8135 1.3935
H 0.1366 2.2410 0.7734
H 1.5006 3.2422 -3.4432
H -0.2502 3.4510 -3.4036
H 1.7487 5.0693 -1.7430
H 0.1767 5.8386 -4.2482
H 1.1850 6.9248 -3.2977
H 1.9215 5.5839 -4.1708
H -0.4805 4.8584 -0.6695
H -1.2577 5.4110 -2.1544
H -0.2171 6.5035 -1.2454
H 3.5635 2.5724 -0.2712
H 3.1788 2.8563 -1.9693
H 2.7003 0.5864 -2.4030
H 3.7938 0.3281 -1.0307
H -0.5957 -1.4144 -1.8833
H -2.7138 -2.2186 -1.0291
H -5.0828 -3.6745 1.2156
H -4.5778 -2.2267 0.3124
H -4.1718 -3.8580 -0.3023
*
```

Relative energy (zero: lowest compared OMol25 entry of this formula, charge and spin)   0.514 eV
SMILES string   CCOc1cc(C[NH+]2CCN(C(=O)CC(C)C)CC2)ccc1OC
HOMO energy   -10.809 eV
Electronic energy   -29322.55046 eV
Max |F|   0.8 eV/Å
Gap between HOMO and LUMO   8.635 eV

The following is a DFT calculation (the ωB97M-V functional and the def2-TZVPD basis) of C24H27F6MnNO2P2 as an isolated structure in a non-equilibrium geometry.

```
! wB97M-V def2-TZVPD RIJCOSX def2/J DEFGRID3
* xyz 1 5
C -1.3541 3.4468 -2.7754
C -1.1664 2.1066 -2.4184
C 0.1023 1.5387 -2.5883
C 1.1917 2.3250 -3.0594
C 0.9587 3.6919 -3.4111
C -0.2954 4.2444 -3.2433
C 2.4449 1.6949 -3.1205
C 2.6229 0.3075 -3.0101
C 1.5081 -0.4498 -2.5575
C 1.6079 -1.8318 -2.3497
C 2.8291 -2.4575 -2.6225
C 3.9484 -1.7329 -3.0690
C 3.8488 -0.3714 -3.2912
H -2.3463 3.8753 -2.6398
H 1.7782 4.3053 -3.7938
H -0.4824 5.2976 -3.4585
H 3.2724 2.2685 -3.5171
H 2.9105 -3.5330 -2.4563
H 4.8893 -2.2562 -3.2304
H 4.7085 0.1908 -3.6580
N 0.5261 0.3574 -1.8530
Mn 0.0626 -0.0732 0.4669
C -2.2511 1.2634 -1.7762
H -2.2712 0.2679 -2.2452
H -3.2275 1.7467 -1.8882
C 0.4020 -2.5603 -1.7808
H -0.5186 -2.2277 -2.2840
H 0.5356 -3.6397 -1.8986
P -1.9505 0.9973 0.0160
P 0.1428 -2.2518 0.0081
C 1.4580 -3.1939 0.7990
H 1.3756 -3.0841 1.8861
H 1.3446 -4.2489 0.5229
H 2.4397 -2.8276 0.4816
C -1.4043 -3.0298 0.4971
H -1.3141 -4.1136 0.3786
H -1.6165 -2.8064 1.5498
H -2.2291 -2.6575 -0.1192
C -2.0205 2.6520 0.7366
H -2.9522 3.1468 0.4403
H -1.9804 2.5688 1.8287
H -1.1692 3.2480 0.3875
C -3.3579 0.0752 0.6458
H -3.2411 -0.0852 1.7215
H -4.2746 0.6450 0.4716
H -3.4384 -0.8955 0.1479
C 1.7825 0.1876 1.0877
O 2.9103 0.0337 1.3944
H 1.1844 0.8631 -1.2432
C 0.5974 0.6602 4.3620
C -0.5186 -0.1882 3.7657
O -0.6108 -0.2416 2.4146
C -0.3523 -1.6624 4.3533
F -0.2656 -1.6681 5.7160
F -1.3550 -2.5122 3.9993
F 0.8134 -2.2136 3.8888
C -1.8831 0.3927 4.3340
F -1.9188 0.4388 5.6975
F -2.0331 1.6806 3.8926
F -2.9781 -0.3014 3.9204
H 1.5646 0.1890 4.1712
H 0.4429 0.7404 5.4386
H 0.5729 1.6672 3.9366
*
```

Expectation value of S²   6.11
Relative energy (zero: lowest compared OMol25 entry of this formula, charge and spin)   0.000 eV
HOMO energy (alpha / beta)   -10.228 / -12.094 eV
Electronic energy   -97108.15210 eV
Max |F|   7.2 eV/Å
Gap between HOMO and LUMO (alpha / beta)   6.371 / 7.428 eV

The following is a DFT calculation (the ωB97M-V functional and the def2-TZVPD basis) of a 2-piece molecular cluster, C3H6O2 overall in a non-equilibrium geometry.

```
! wB97M-V def2-TZVPD RIJCOSX def2/J DEFGRID3
* xyz 0 1
O 0.3285 -1.6428 -1.4190
C -0.1633 -1.2496 -0.3829
C 0.2882 -0.0571 0.3213
C 0.1905 1.1979 1.0869
O 1.0009 1.0423 -0.0924
H -0.8942 -1.8028 0.2307
H 0.9006 -1.0384 0.7517
H 0.7496 1.1873 2.0228
H -0.5668 1.9887 1.0268
H -0.7390 -0.0902 -1.9447
H -1.0949 0.4647 -1.6011
*
```

Relative energy (zero: lowest compared OMol25 entry of this formula, charge and spin)   5.335 eV
SMILES string   O=C[C@@H]1CO1.[H][H]
HOMO energy   -9.876 eV
Electronic energy   -7298.34268 eV
Max |F|   2.4 eV/Å
Gap between HOMO and LUMO   10.588 eV

The following is a DFT calculation (the ωB97M-V functional and the def2-TZVPD basis) of C18H16F3N3NiO2 as an isolated structure.

```
! wB97M-V def2-TZVPD RIJCOSX def2/J DEFGRID3
* xyz 0 1
Ni -0.1937 -0.6283 -0.5257
C -0.9744 -3.7757 -3.0830
C -0.3200 -2.5191 -2.5811
O -0.7686 -2.1139 -1.4377
C 0.6522 -1.8972 -3.3170
C 1.3160 -0.7057 -2.9218
C 2.3774 -0.1352 -3.8146
N 1.0290 -0.1131 -1.7988
N 1.7424 1.0400 -1.4783
C 1.3412 1.4696 -0.3278
O 0.4109 0.8695 0.3673
C 1.9419 2.7019 0.2390
C 1.5025 3.1900 1.4643
C 2.0627 4.3392 2.0031
C 3.0657 5.0093 1.3192
C 3.5078 4.5252 0.0940
C 2.9506 3.3781 -0.4443
H -0.8845 -4.5609 -2.3310
H -0.5314 -4.1193 -4.0146
H -2.0383 -3.5908 -3.2423
H 0.9374 -2.3352 -4.2614
H 2.3401 -0.6086 -4.7929
H 3.3596 -0.3159 -3.3737
H 2.2647 0.9418 -3.9092
H 0.7216 2.6604 1.9919
H 1.7152 4.7114 2.9583
H 3.5037 5.9059 1.7387
H 4.2912 5.0450 -0.4425
H 3.2867 2.9900 -1.3957
F -4.2110 -0.9745 5.0617
C -4.1258 -1.9559 4.1551
F -3.7178 -3.0651 4.7942
F -5.3659 -2.1964 3.6977
C -3.1903 -1.6097 3.0253
C -3.0393 -2.5012 1.9757
C -2.1724 -2.1764 0.9517
N -1.4713 -1.0352 0.9389
C -1.6265 -0.1780 1.9509
C -2.4776 -0.4274 3.0142
H -3.5835 -3.4348 1.9482
H -2.0147 -2.8264 0.1046
H -1.0413 0.7277 1.8878
H -2.5719 0.2949 3.8113
*
```

HOMO energy   -7.558 eV
Electronic energy   -76688.40133 eV
Max |F|   0.1 eV/Å
Gap between HOMO and LUMO   7.289 eV